Record 1
82
Properties=species:S:1:pos:R:3:forces:R:3 method="wB97M-V/def2-TZVPD" homo_energy_ev=-6.05 charge=-1
H 8.1651 -2.8177 -6.4228 -0.130 0.087 0.077
H -6.0926 2.7304 -1.7725 0.124 0.010 0.008
C 7.9973 -1.7625 -6.1709 -0.186 0.556 0.292
H -0.7579 0.2017 1.4868 0.023 -1.325 2.070
O 3.0820 -0.8057 -2.6737 -4.090 2.111 3.555
C -5.1974 -3.1723 -3.6118 0.643 0.223 0.176
O -4.8371 -2.9984 -2.2369 -0.504 0.181 -0.241
H 0.1849 -1.1291 10.8469 0.154 0.097 -0.081
O 1.0060 2.2172 0.3929 2.313 -3.980 2.145
C -5.9044 -2.4602 -1.4651 0.263 -0.064 0.051
H 0.5470 -1.6415 9.1855 0.063 0.027 0.015
C 5.1964 -1.5852 -4.4156 -0.285 -0.012 0.139
H 1.1561 1.7665 7.7260 0.047 -0.173 0.060
H -4.4787 3.7104 -3.3028 -0.040 0.012 0.043
H -6.2860 -3.2266 -3.7282 0.068 0.125 0.006
H 0.8062 -0.6200 4.1944 0.318 0.391 -2.458
H 4.7193 -2.3399 -3.7834 0.044 0.156 -0.230
N 2.1768 -0.2145 -0.1171 -0.482 1.292 -0.634
S 2.2162 0.1993 -1.8175 6.865 2.763 -1.188
H -4.9607 0.8771 -3.0377 0.078 -0.189 -0.155
H -6.3474 -1.5806 -1.9410 0.018 -0.054 -0.024
O 2.8501 1.6107 -2.1064 -3.028 -4.532 1.303
O 1.4600 0.1224 9.8441 0.017 -0.400 -0.311
C -0.6907 -0.4286 2.4819 0.168 -0.211 0.248
S 2.0844 1.1980 0.9057 2.076 6.967 -5.267
H -4.7781 -4.1300 -3.9313 0.016 -0.027 -0.039
H 8.6463 -2.3461 -2.9939 -0.004 0.075 -0.170
H -3.5156 -2.0110 -4.3724 -0.157 -0.046 0.110
O -3.4864 2.1087 -1.4503 -0.356 0.458 0.347
H -1.3359 0.0544 3.3505 1.313 -0.819 -2.034
H -4.5191 5.4848 -3.2423 -0.089 -0.104 0.154
O 3.4678 1.9570 0.8637 -4.275 -3.388 1.261
C 6.5284 -1.3777 -6.3644 -0.085 -0.777 0.222
C 1.7484 0.8470 2.7170 -0.718 -1.639 2.039
C 0.8677 -0.5070 3.0087 -0.488 -0.099 0.986
I -0.0852 0.3815 -2.6979 0.308 -0.483 0.155
C -5.0403 4.5736 -2.9342 0.052 0.162 0.162
C -0.7698 0.3269 7.4618 0.059 -0.145 -0.211
C -4.3954 2.5163 -0.4224 -0.042 -0.285 -0.600
H 7.5889 -3.2435 -4.0999 0.002 0.024 -0.043
C -4.6064 -2.0618 -4.4840 -0.595 0.154 0.081
O 8.4372 -1.4799 -4.8384 -0.139 -0.499 -0.197
C 8.5048 -2.6519 -4.0336 0.014 0.287 0.037
C 0.9704 -1.1911 10.0880 -0.017 0.210 0.114
H 1.7787 -1.8220 10.4723 -0.045 -0.109 -0.045
H -2.5634 3.9854 -1.4877 -0.083 0.011 0.038
H -3.9884 -0.5124 -2.5177 0.034 0.038 -0.044
H -6.2823 3.5174 -0.1990 -0.037 -0.021 0.043
H 3.1414 0.8346 8.9380 0.026 0.017 -0.033
H 2.7083 -0.8097 8.4483 -0.132 0.062 -0.039
H 6.0122 -1.1243 -3.8511 -0.043 0.009 -0.059
H -1.7718 2.6917 -2.4077 -0.173 0.015 0.200
H 6.2633 -1.5225 -7.4151 0.044 0.017 -0.096
H -5.5074 -2.1647 -0.4895 0.045 -0.107 -0.174
H 1.4296 -1.4954 2.6447 -1.078 2.508 0.391
H 2.8028 0.6766 3.2358 -2.254 1.016 -1.188
O 0.5191 -0.1029 7.0376 -0.033 0.309 0.415
O -5.1388 4.5740 -1.5148 -0.090 -0.449 -0.280
H -1.4821 -0.4779 7.2634 0.163 0.042 -0.060
H -6.0428 4.5786 -3.3748 0.010 -0.062 -0.107
H 6.3626 -0.3224 -6.1185 0.096 -0.104 0.078
H 8.6119 -1.1559 -6.8440 -0.007 0.001 -0.026
H -0.7911 0.5536 8.5302 0.044 0.033 0.005
O -5.2087 -0.7964 -4.1927 0.303 -0.457 0.085
C 1.5576 0.7728 7.4888 0.136 -0.566 -0.095
H -1.0713 1.2092 6.8898 -0.069 0.054 0.071
C -2.3182 2.9209 -1.4893 0.206 0.000 0.001
C -4.3711 0.0260 -3.3877 -0.239 0.130 -0.003
C -5.5700 3.3086 -1.0017 0.509 0.359 0.335
C 2.3024 0.1800 8.6876 -0.403 0.505 0.075
H -1.6776 2.6869 -0.6340 0.132 0.096 -0.081
H 4.4516 -0.8260 -4.6762 0.110 -0.055 0.190
H -3.5370 0.4019 -3.9873 0.110 0.051 0.106
H -4.7814 1.6026 0.0412 -0.051 0.013 0.032
O 5.6655 -2.2244 -5.5970 0.652 0.342 -0.325
H -3.8754 3.0927 0.3538 -0.088 0.010 -0.167
F 1.0394 2.0522 3.2856 1.964 -3.112 -1.540
H -4.8255 -2.2841 -5.5335 0.013 -0.060 0.009
H 9.3615 -3.2599 -4.3386 0.013 -0.142 0.004
H -1.1142 -1.5264 2.3106 0.997 2.401 0.254
H 2.2615 0.8858 6.6577 -0.007 0.031 0.044
H -6.6731 -3.2250 -1.3124 -0.111 0.058 0.011

=====

Record 2
74
Properties=species:S:1:pos:R:3:forces:R:3 method="wB97M-V/def2-TZVPD" homo_energy_ev=-11.18 charge=+1
O 1.6399 -2.7810 -2.7360 -2.087 2.905 0.073
C 3.0122 3.5166 5.3721 0.100 0.027 0.098
C -0.7039 -0.2922 3.1611 0.033 -0.084 0.041
H -0.2545 -5.6707 -6.3030 -0.187 -0.103 0.054
H 3.3099 4.0593 4.4713 -0.027 -0.047 0.045
H -3.4873 -4.7159 -2.6300 0.011 -0.041 -0.066
C -4.3010 -0.7801 3.3838 0.027 0.185 0.044
H 2.6379 -0.4161 -4.3804 -0.822 0.677 1.091
H 3.7338 2.7161 5.5539 -0.061 0.037 -0.050
H 0.6220 1.3844 -4.6793 1.058 0.287 1.238
H 1.3241 -4.8286 -4.5971 -0.058 -0.051 0.026
H 0.8891 3.7355 4.9840 0.055 0.076 0.027
H -1.2836 0.9551 1.5229 -0.136 -0.073 -0.108
H 1.6083 2.2709 4.3463 -0.069 -0.101 0.157
H -3.9147 -2.1091 1.7544 0.162 0.148 -0.092
H 0.4668 4.8139 6.8521 0.033 0.027 0.096
O -2.5984 -0.5793 1.6163 0.116 0.074 -0.312
N 1.4014 2.4914 -2.9193 -1.910 -0.138 -1.913
C -1.7709 0.3556 2.2973 -0.041 -0.108 0.119
H 0.7704 4.6211 -3.2120 0.060 -1.640 -0.199
C 1.1064 2.8592 7.5642 -0.055 0.041 0.099
H -3.6859 -4.5559 -4.3882 0.027 -0.043 0.075
H 3.0733 4.2085 6.2137 -0.023 0.049 -0.080
O -1.6994 -6.2989 -5.0376 -0.051 -0.031 -0.101
H -3.7783 -0.1401 4.0975 -0.021 -0.098 0.045
H 3.2679 1.3460 -1.0546 -0.368 1.408 0.102
C 0.5138 -5.5043 -4.3137 0.012 -0.064 0.101
H 0.4055 3.5463 -4.6303 0.575 -0.389 1.299
H 0.1270 -2.7444 -0.6753 -0.110 1.134 -1.136
H -1.1366 -0.8955 3.9603 0.028 0.099 0.032
N -0.9418 3.4486 -2.9338 1.451 0.697 -1.490
H 3.5125 2.9016 -3.2894 -1.358 -0.030 0.932
C 0.8252 -1.8611 -2.6140 1.711 -2.948 0.771
H 0.9046 -6.5243 -4.2767 -0.028 0.072 -0.052
H 2.6920 4.2015 -2.3404 -0.506 -1.609 -0.185
H -1.0002 -4.3792 -5.3845 0.026 0.044 0.066
H -3.1351 -6.8923 -3.7461 0.148 0.010 -0.167
H -2.3849 1.0491 2.8814 0.043 -0.034 0.059
S 0.5086 1.7078 -1.5845 0.150 -1.001 1.776
C -0.6272 -5.4074 -5.3103 0.019 -0.069 0.044
H -2.6631 -2.1416 2.9779 0.011 0.045 0.078
C -2.3450 -6.1375 -3.7837 -0.007 -0.032 -0.018
H -0.0040 -0.9200 -0.7102 -0.317 -1.082 -0.936
C 1.9396 0.0077 -3.5779 1.039 -0.502 -1.518
H -0.4571 0.8852 -2.1704 1.065 1.041 -0.316
C 2.7200 3.0685 -2.4834 2.117 0.607 1.256
H -4.8727 -1.5165 3.9529 0.044 0.035 -0.069
H -0.8509 3.7227 7.2706 0.064 -0.004 0.070
H 2.1072 3.1594 7.8898 0.004 0.085 -0.022
H -1.2070 -1.9989 -1.6811 1.284 0.474 0.478
C 0.1543 4.0418 7.5585 -0.050 0.090 -0.151
H 2.3792 1.7970 -4.7898 -1.035 0.070 1.303
H 2.5095 -0.0618 -2.6064 -0.868 0.198 -0.951
H -0.0718 -0.9516 2.5596 -0.020 0.054 0.017
H -4.9983 -0.1481 2.8275 0.023 -0.092 0.021
C -0.1302 -1.8585 -1.3393 -0.111 0.067 -0.577
H -2.2188 -3.9713 -3.6074 0.012 -0.020 0.068
C 0.4356 3.5719 -3.5005 -1.740 2.398 -0.296
C 3.3268 2.4717 -1.1461 1.388 0.572 0.137
H -0.0737 0.4715 3.6235 -0.054 -0.052 -0.012
C -3.3406 -1.4748 2.4356 -0.138 -0.080 0.086
H -1.5494 2.9097 -3.5598 0.148 0.518 0.303
H -1.2738 4.4167 -2.8358 -0.229 -0.829 0.037
H 4.4433 2.7192 -1.1700 -1.515 -0.231 -0.068
H 0.1071 4.4970 8.5504 0.003 -0.061 -0.059
H 0.7535 2.1262 8.2946 0.062 -0.073 -0.221
H 0.1969 -5.2393 -3.3034 0.055 0.083 -0.026
C 1.5697 1.4804 -4.0485 0.524 -2.067 -1.303
H -1.6543 -6.3754 -2.9684 0.024 0.084 0.046
C -2.9686 -4.7662 -3.5906 0.004 0.157 -0.046
O 0.7594 -0.8558 -3.6184 0.179 0.552 2.041
F 2.8354 3.1353 0.0285 0.154 -1.147 -1.865
C 1.6152 2.9456 5.2067 -0.005 0.018 0.109
O 1.1783 2.1776 6.3188 -0.041 -0.171 -0.151

=====

Record 3
84
Properties=species:S:1:pos:R:3:forces:R:3 method="wB97M-V/def2-TZVPD" e_above_lowest_kj_mol=81.6 homo_energy_ev="-3.98 / -4.25" charge=-1 spin_multiplicity=4
H 3.5217 2.7372 -2.8162 -0.002 0.249 0.035
H -2.7872 1.8240 -2.7008 0.101 0.022 0.072
Si 1.7473 1.6620 -1.3995 0.281 0.776 -0.071
Si 2.7215 -1.9223 -0.5692 0.613 -0.341 0.185
O -3.9580 1.9765 2.5864 -0.634 0.467 0.471
Se -1.2778 -4.7488 3.0887 -0.552 0.085 -0.704
H -2.0196 -0.9445 3.5318 0.007 0.040 -0.057
O -2.8828 0.2827 1.6625 -0.042 -0.200 0.284
C 1.3299 -2.3572 4.4385 -0.579 0.511 0.091
N 0.5143 -2.0384 5.4424 0.395 -0.298 -0.140
N -3.7530 2.9874 0.1528 -0.138 -0.231 0.301
C 0.4495 2.8883 -2.1249 0.251 -0.450 0.266
Se -4.3715 -5.7042 0.6457 -0.306 -0.181 -0.113
H -1.9544 -0.5820 -4.6011 -0.026 -0.105 -0.242
C 3.8225 -2.2681 -2.0937 -0.403 0.185 0.385
H 4.5773 -1.7689 1.1539 0.096 -0.215 0.039
H 4.7259 -2.7928 -1.7988 0.205 -0.150 0.131
C -0.6609 -1.5292 5.1066 -0.073 0.025 -0.232
H -0.6539 -3.3900 -4.3151 0.003 0.112 -0.313
Sb -2.1303 -4.6581 0.7628 1.720 0.096 0.096
H -0.8035 4.0128 2.9903 -0.031 -0.035 -0.031
H 2.8913 -4.0117 0.8825 0.259 0.016 0.121
H -1.4440 1.8471 3.7480 0.034 -0.001 -0.170
H -3.7195 4.8070 1.0785 -0.014 0.037 -0.118
C 3.2136 1.7123 -2.6263 -0.473 -0.210 0.283
Si 0.0457 -1.2490 -3.1808 -0.574 -0.198 -0.659
N -0.1719 -1.5205 2.7991 0.244 -0.054 0.139
H 2.5721 -3.3075 5.6816 0.001 -0.027 -0.119
C -0.3463 -3.1051 -3.3134 0.169 0.680 0.342
Se -0.6030 -5.8246 -0.7857 -0.874 0.128 0.357
H 1.2171 -3.5504 0.6014 -0.130 -0.101 0.035
C -2.9223 1.3556 2.2928 0.655 0.154 0.278
N 2.5351 -2.9205 4.7502 0.376 -0.163 0.026
H 1.1723 0.2096 -4.9246 0.012 0.282 0.005
H -2.9885 4.8136 -0.5307 -0.076 0.024 0.077
H 3.2890 2.0146 0.5492 0.167 -0.158 0.125
H -1.3273 -1.3103 5.9279 -0.195 0.067 -0.037
H -1.0585 3.4650 0.3956 0.027 0.133 -0.114
H -2.3525 -0.6065 -2.8896 -0.125 -0.087 0.145
H 4.0687 1.1783 -2.2244 0.181 -0.143 0.106
C -3.0804 4.2411 0.3987 0.575 0.044 -0.127
H 2.9583 1.2594 -3.5767 -0.060 -0.149 -0.245
H 4.5048 -0.3140 0.1836 0.092 0.212 -0.118
H 2.9404 -3.4969 4.0300 0.028 -0.056 0.078
Pt -0.7635 -0.9800 0.7874 -0.080 0.468 0.369
H -0.4859 2.8278 -1.5762 -0.134 -0.054 0.080
H 0.8907 -1.4060 -5.5380 -0.184 -0.187 -0.147
H 2.2205 -1.1107 -4.4407 0.349 -0.070 0.040
H -0.3790 1.7545 1.0252 0.074 -0.130 0.120
H 0.5093 -3.7145 -3.0345 0.103 -0.116 0.060
Se -2.5506 -2.2622 -0.1453 -0.325 -1.108 0.161
C 3.8974 -1.0584 0.6906 -0.483 -0.192 -0.379
H -2.5662 3.8819 2.9973 0.041 0.106 0.087
H 0.2351 2.6562 -3.1625 -0.069 -0.140 -0.293
C -1.6611 3.5619 2.4805 0.037 -0.159 0.100
H 1.7552 2.7786 0.9025 -0.203 0.040 0.185
N -0.4734 1.3827 1.9663 0.315 0.301 0.015
C -1.6872 4.0881 1.0364 -0.248 0.008 0.138
C 1.1956 -0.8432 -4.6621 -0.193 0.035 0.646
H 4.1170 -1.3480 -2.5863 0.074 0.255 -0.121
H 0.7910 3.9188 -2.0842 0.208 0.196 0.056
C -1.5690 2.0291 2.6717 -0.491 -0.056 -0.054
H -3.8164 0.4521 0.3064 -0.019 0.223 -0.219
H 3.3041 -2.8837 -2.8211 -0.163 -0.147 -0.153
H 0.4093 1.5303 2.4426 0.033 -0.007 -0.072
C -3.5133 2.1166 -0.8222 -0.534 0.222 -0.365
H 2.8921 3.5563 -0.1798 0.016 0.146 -0.198
H -1.2492 5.0877 1.0405 0.126 0.013 -0.090
H -3.6938 0.1942 -1.3888 -0.036 0.116 -0.002
C 2.2014 -3.6146 0.1422 -0.041 0.671 -0.223
C -1.0346 -1.2988 3.7954 -0.265 0.093 0.220
H -2.7334 3.4633 -2.1645 -0.037 -0.096 0.049
H -4.1252 2.5756 1.0285 -0.047 -0.030 -0.172
N -3.8990 0.8613 -0.6573 0.006 -0.513 -0.079
C 1.0033 -2.0410 3.1112 0.031 -0.082 -0.072
H 2.1141 -4.3510 -0.6514 -0.066 -0.085 -0.127
C 2.4796 2.5946 0.1167 -0.290 -0.501 -0.304
C -1.5906 -0.3227 -3.6122 0.427 -0.211 0.308
H 1.7094 -2.2403 2.3183 -0.078 0.027 -0.111
H 3.3490 -0.5562 1.4830 -0.116 0.104 0.159
H -1.4406 0.7545 -3.5776 0.155 0.195 -0.032
N -3.0428 2.5189 -2.0174 0.042 0.067 0.043
Ge 0.8032 -0.5354 -0.9933 0.913 -0.127 -0.662
H -1.1537 -3.3712 -2.6374 -0.029 -0.066 0.176